Entry 1:
ORCA calculation (wB97M-V/def2-TZVPD) on a cluster of 11 separate species, C35H79BN3O18 in total in a non-equilibrium geometry.

```
136
Properties=species:S:1:pos:R:3:mulliken_charge:R:1
O -6.1610 -1.6575 -2.1636 -0.53
O 4.0601 0.6718 0.6954 -0.63
O -4.9301 4.2118 0.9449 -0.52
O -2.4585 0.9030 -0.4400 -0.71
O 2.6669 7.5025 0.5983 -0.55
O -0.9819 4.3862 3.3481 -0.64
O 6.8957 1.8595 1.7355 -0.58
O 3.7123 3.2651 -0.4729 -0.40
O -0.4637 -5.8206 -0.0549 -0.50
O 1.7915 0.7166 0.8516 -0.68
O -0.1912 1.1676 -0.5565 -0.55
O -2.1768 1.8530 2.2040 -0.60
O -0.6723 4.7453 -1.5820 -0.70
O 3.8832 6.1984 -2.1502 -0.69
O -5.5648 -2.4260 3.6173 -0.47
O -0.0152 2.1226 1.5874 -0.81
O 4.0976 0.0381 -6.9525 -0.48
O 1.5215 2.8360 -0.1387 -0.43
N 4.6164 1.0684 -6.1481 0.14
N -0.7732 -4.5169 -0.4853 0.11
N -5.1110 -2.2904 4.9342 0.50
C 4.4424 2.3732 -4.1054 -1.09
C -1.2309 -3.6282 1.7135 -2.11
C -1.6168 -5.2366 -2.6314 -2.04
C -0.4436 -2.0873 -0.1097 -1.60
C -4.9353 -1.0364 -2.5088 -0.19
C 2.9929 1.1764 0.5402 0.41
C 2.6434 6.1666 1.1323 0.06
C -5.8078 -4.5245 5.5817 -1.93
C 2.8089 2.5644 -0.1216 0.63
C 6.4921 2.5210 -5.5278 -1.29
C 0.0432 -1.9491 -1.5673 -0.54
C 3.9044 1.1520 -4.8730 2.13
C 6.0582 1.2474 -6.2867 1.65
C -1.3856 1.1950 -0.0040 0.52
C 6.9164 0.0644 -5.8422 -1.82
C -5.2813 -2.8806 7.3017 -1.10
C -4.5383 -0.9545 5.1772 1.93
C -5.9210 -3.0301 5.9077 1.39
C -0.3193 -3.4951 0.4827 2.80
C 5.9575 2.4932 -4.0794 -0.62
C 2.4162 1.4320 -5.1269 -1.82
C -1.2546 1.7036 1.4533 0.85
C 6.6200 2.5996 0.5468 -0.31
C -0.5722 -4.3605 -1.9295 1.96
C -5.1407 3.7191 2.2378 -0.36
C 0.8314 -4.8078 -2.4108 -1.97
C -4.9799 -1.4261 7.6296 -0.75
C -3.3297 -0.7911 4.2579 -2.43
C 4.0863 -0.1280 -4.0145 -1.65
C -3.9634 -0.8894 6.6171 -1.28
C 6.3027 1.5375 -7.7822 -1.95
C -7.3941 -2.6403 5.9479 -1.73
C -5.5692 0.1568 4.9687 -1.68
C 1.1730 -3.6792 0.8643 -1.90
C -0.7853 -2.9293 -2.4122 -1.05
B 0.7868 1.7252 0.4137 1.57
H -2.5657 -0.0857 4.5789 0.40
H -5.3425 4.5351 2.9436 0.34
H 4.1172 2.3912 -3.0625 -0.02
H -6.0227 -2.3161 -1.4827 0.29
H -1.8056 -2.5698 -2.2222 -0.16
H 1.7826 -3.3285 0.0287 0.35
H -0.2185 4.0183 -1.1392 0.32
H 0.1630 -1.3772 0.4566 0.17
H -5.8020 -0.7191 7.7236 0.35
H 7.9887 0.2631 -5.9026 0.40
H 6.3414 3.4028 -3.6183 0.37
H -4.6108 -0.3957 -1.6807 0.16
H -4.7862 -4.8977 5.7166 0.43
H 1.1247 -2.0604 -1.6468 0.18
H 2.3609 2.2673 -5.8256 0.45
H 7.3098 1.9065 -7.9998 0.38
H -0.8649 -4.4532 2.3219 0.42
H 1.8582 0.5848 -5.5153 0.39
H 2.9960 7.4015 -0.3005 0.37
H -1.1027 4.3309 4.3006 0.23
H -4.1206 -1.7509 -2.6563 -0.01
H -0.9983 3.4624 3.0441 0.36
H 6.0544 1.5199 2.0579 0.33
H -3.0621 -1.5050 6.6494 0.42
H -0.7165 -2.8188 -3.4946 0.67
H -1.4785 -1.7508 -0.0018 0.35
H -3.6430 -0.4507 3.2630 0.38
H -5.0382 -0.3826 -3.3696 0.29
H -7.8831 -2.7436 4.9828 0.34
H -2.5869 -5.0589 -2.1488 0.44
H 6.4069 1.9542 -0.3080 0.19
H 3.2823 6.2723 2.0145 0.30
H -6.3793 0.1718 5.6929 0.32
H -6.0470 3.1053 2.2678 0.22
H -5.9808 -3.1417 8.1057 0.38
H 4.3889 5.6855 -2.7882 0.29
H -2.8768 -1.7604 4.0390 0.53
H 5.9784 3.3449 -6.0299 0.35
H -4.3893 3.0344 2.6409 0.05
H 7.5760 2.6004 -5.5094 0.49
H -1.8124 -4.9828 -3.6722 0.38
H 0.9563 -5.8617 -2.1347 0.60
H -2.2592 -3.7681 1.3845 0.52
H 6.1254 0.6170 -8.3376 0.39
H -4.9464 -3.0415 3.2065 0.33
H -4.4204 -3.5321 7.4307 0.38
H 1.4153 -3.0006 1.6840 0.45
H 3.3849 5.5326 -1.6538 0.35
H 0.4664 -5.9728 -0.2975 0.35
H -4.0751 4.6417 0.8753 0.30
H 3.1042 5.4555 0.4500 -0.35
H -6.4277 -5.1493 6.2260 0.38
H 1.4989 -4.6894 1.1111 0.45
H -5.0152 1.0970 5.0871 0.41
H -1.2189 -2.6976 2.2865 0.23
H 4.0734 3.2990 -4.5616 0.49
H -7.8886 -3.2291 6.7264 0.46
H -4.4002 -1.3831 8.5616 0.39
H 6.7255 -0.8235 -6.4523 0.40
H -3.6897 0.1335 6.8801 0.48
H -0.2081 -0.9382 -1.8883 0.36
H 2.0008 1.7699 -4.1756 0.29
H -5.9930 -4.7744 4.5333 0.38
H 5.6741 2.3500 -8.1472 0.44
H 4.2500 -0.7767 -6.4392 0.39
H 6.7460 -0.2173 -4.8031 0.38
H 0.8929 -4.8118 -3.4993 0.43
H 7.5480 3.1243 0.3165 0.36
H -7.5293 -1.6254 6.3318 0.36
H 1.6881 5.7709 1.4808 0.16
H 5.7934 3.2839 0.7103 0.06
H 6.3638 1.5860 -3.6215 0.22
H 4.4296 0.1538 -3.0096 0.24
H 3.1761 -0.6592 -3.7213 0.45
H -5.9316 0.1771 3.9414 0.41
H -1.4884 -6.3001 -2.4217 0.36
H 1.6849 -4.2591 -2.0159 0.25
H 4.8354 -0.8251 -4.3819 0.27
H -0.6887 5.4533 -0.9278 0.30
```

Results
Highest occupied orbital energy   -6.627 eV
Charge   -1
ΔE to the lowest compared entry with this formula, charge and spin   0.000 eV



Entry 2:
ORCA calculation (wB97M-V/def2-TZVPD) on a structure of composition C35H80BClHfN5O19 in a non-equilibrium geometry.

```
142
Properties=species:S:1:pos:R:3:mulliken_charge:R:1
Hf 0.1140 0.6019 -0.3952 1.67
Cl -0.4521 2.8513 -0.9833 -0.55
O 0.7225 0.5911 -2.6834 0.25
O 4.1597 5.6930 -4.6830 -0.33
O 2.1268 1.7756 -0.5420 1.32
O -4.0816 1.3674 3.4982 -0.54
O -4.3444 0.8669 -1.4988 -0.38
O -0.8478 -1.5631 0.2819 1.76
O 1.5458 -0.7945 -0.5879 -0.34
O -4.6854 5.6813 4.5762 -0.52
O -3.7999 -0.4286 2.2336 -0.60
O -2.6324 4.5490 6.3544 -0.51
O -1.6198 0.8987 1.0110 1.77
O 0.7034 -3.8840 -0.9762 -0.08
O -4.2769 3.8299 3.4279 -0.63
O -3.2181 -4.4986 -1.9630 -0.04
O -2.6549 2.8774 4.7816 -0.32
O -0.5531 0.7164 3.8377 0.38
O 3.0867 -2.8934 1.3764 0.14
O 2.5381 -0.5808 6.4945 -0.41
O -2.3348 2.6273 2.3779 -0.79
N 1.1127 0.8272 1.6117 0.85
N 2.3166 -1.7963 3.9194 0.32
N -1.7901 0.0281 -1.7831 0.71
N -4.8408 -2.1418 -1.7934 -0.05
N 2.3039 3.5873 -4.8956 -0.42
C 2.1824 -3.2141 3.5491 -0.87
C 3.1223 1.6244 0.4567 -1.61
C 2.0472 0.2293 -3.2461 -0.88
C -0.8620 -2.0114 1.6147 0.47
C -5.7996 -1.0670 -2.0312 -1.25
C -2.3354 1.4287 1.8601 -0.14
C 1.5741 -3.4835 -3.2092 -1.10
C 0.4438 1.7712 3.8116 -0.38
C 1.7928 -5.6896 -1.9964 -1.51
C -5.0396 -3.1887 -2.8580 -0.77
C 5.0472 6.7419 -4.2621 -0.76
C 0.4630 5.0787 -4.2432 -1.26
C -1.8113 -1.4710 -1.8260 -0.06
C -4.1071 4.6941 4.4072 0.56
C -5.5825 0.1335 -1.1752 -0.43
C -3.5158 0.6835 2.5449 0.13
C -1.9956 -1.9981 -0.5120 -1.57
C 3.4972 -0.3289 5.4965 -0.43
C 3.8676 -3.3074 0.2565 -0.70
C 0.7920 2.0849 2.3605 -0.93
C 2.4558 2.9283 -1.4176 -1.60
C -4.5386 -4.5595 -2.4155 -0.80
C -0.3327 0.3891 -3.6001 -0.92
C 2.5937 0.6628 1.5209 0.14
C -4.4293 2.2266 -1.0947 -0.88
C 2.4725 0.5238 7.4297 -0.78
C 0.9289 -4.4842 -2.2695 0.79
C 3.5709 -1.5620 4.6411 -0.95
C -3.0063 4.0649 5.3675 0.40
C 3.2325 -3.6850 2.5614 -0.75
C 2.8727 5.8789 -4.1469 -0.88
C -2.7121 -5.7778 -1.6390 -0.74
C 1.8458 4.9836 -4.8711 0.28
C -1.6965 0.7305 -3.0538 -1.01
C -0.7237 0.1588 5.1651 -0.86
B -3.3626 2.6767 3.5980 1.14
H 2.8088 -0.3630 1.2234 -0.39
H 1.3521 -6.2003 -1.1170 0.35
H 0.0512 2.6516 4.3212 0.57
H -0.1348 2.4405 1.9394 -0.11
H 2.1795 1.4381 6.9204 0.28
H 1.5992 2.8317 2.2562 0.79
H -3.3202 -6.4000 -0.9699 0.39
H 2.5471 6.9056 -4.2459 0.48
H 4.9055 -3.3074 0.6072 0.44
H -2.5139 -1.9677 -2.4836 0.61
H -6.4257 0.8255 -1.2575 0.54
H 3.0495 -4.7329 2.2955 0.45
H 1.7151 0.2702 8.1636 0.26
H 1.8556 -0.3394 -4.1711 0.66
H -6.8207 -1.4836 -1.9831 0.54
H -4.9945 -2.4827 -0.8482 0.24
H 2.1879 3.7837 -0.8117 0.52
H 3.0147 1.0229 2.4533 0.54
H 1.3381 1.4018 4.2853 -0.32
H 0.0240 -4.8974 -2.7415 0.28
H 0.3719 4.6819 -3.2239 0.10
H 2.5589 -0.3888 -2.5109 -0.16
H -0.2072 4.4966 -4.8629 0.36
H 3.4202 0.6824 7.9518 0.34
H -1.0983 -3.0765 1.5249 0.48
H 3.5108 -4.2856 -0.1329 0.10
H -5.4451 -0.1692 -0.1373 0.23
H 4.5019 -0.1181 5.9173 0.50
H -2.3425 0.3691 -3.8564 0.50
H -5.7795 -0.6665 -3.0647 0.41
H -4.5426 -2.8963 -3.7868 0.29
H -4.6245 2.3341 -0.0229 0.35
H -2.6293 0.2411 -1.1921 -0.59
H -0.2393 -3.8694 -0.7634 -0.23
H 3.2166 0.5482 4.8974 0.13
H 2.8104 5.6784 -3.0881 0.28
H 1.9860 3.1057 -5.7319 0.25
H -1.7881 -5.5526 -1.0828 0.05
H -0.2188 1.0134 -4.4973 0.30
H 0.6432 0.1069 2.1355 -0.85
H -5.2610 2.6829 -1.6611 0.39
H 0.1208 -1.7840 2.0004 -1.29
H 2.2118 -3.8611 4.4177 0.60
H -0.7712 -1.7403 -2.0063 -0.66
H 0.2933 -0.0644 5.5465 0.19
H -2.0332 -3.1089 -0.5030 0.48
H 0.1776 6.1439 -4.1818 0.44
H -2.9274 -1.6805 -0.0406 0.36
H 4.0536 1.2616 0.0055 0.56
H 5.2275 6.7495 -3.1862 0.30
H -1.9218 1.7725 -2.8369 0.46
H 1.2093 -3.2835 3.0808 0.21
H 4.4521 -1.5268 3.9799 0.34
H 4.6474 7.7178 -4.5055 0.31
H -4.6558 -5.2349 -3.2677 0.37
H -5.1278 -5.0116 -1.6385 0.47
H -2.5423 -6.3585 -2.5335 0.33
H 3.7646 -2.3886 5.3425 0.45
H -6.0953 -3.2905 -3.1113 0.48
H 3.3521 2.6598 0.7379 0.54
H -1.2662 0.8894 5.7540 0.19
H -1.7053 -1.4850 2.0565 -0.07
H 1.8983 2.8632 -2.3472 0.02
H 2.5264 1.1835 -3.4453 0.08
H 3.3112 3.5530 -5.0154 0.26
H 1.7946 5.3526 -5.9080 0.42
H 1.6293 -3.9332 -4.2053 0.46
H 5.9927 6.5994 -4.7552 0.27
H 1.0883 -2.4962 -3.2595 0.00
H -1.2847 -0.7528 4.9559 0.26
H 3.5076 2.7449 -1.6667 0.43
H -0.2436 -0.6539 -3.9354 0.54
H -3.4700 2.6775 -1.3680 0.20
H 3.6138 -2.6135 -0.5341 -0.08
H 1.8846 -6.3749 -2.8369 0.38
H 1.2956 -1.6400 -0.1561 -0.35
H 2.7752 -5.3589 -1.6538 0.29
H 1.5417 -1.6366 4.5874 -0.02
H 2.6017 -3.3235 -2.8987 0.23
H 4.2616 -3.5360 2.9133 0.40
```

Results
Highest occupied orbital energy   -11.250 eV
Charge   +1
ΔE to the lowest compared entry with this formula, charge and spin   0.000 eV